1.
98
Properties=species:S:1:pos:R:3 method="wB97M-V/def2-TZVPD" lumo_ev=-3.6 e_homo_ha=-0.33239 gap_ev=5.461
Cu -1.56951 -0.38151 2.90657
Cu -2.93968 2.76997 2.77062
O -1.94917 1.24717 1.22501
C -0.92976 0.86452 0.30139
C -0.64170 -0.71315 0.08863
O -0.32387 -1.52597 1.18437
H 0.02066 1.38768 0.40679
H -1.31428 1.40458 -0.56381
H 0.20720 -0.74730 -0.59424
H -1.53747 -1.12870 -0.37289
C -4.45852 -1.19436 -1.91296
N -4.16978 -1.94779 -3.15033
O -5.12208 -2.46527 -3.73560
O -2.99156 -1.83710 -3.54284
H -4.11615 -0.16744 -2.04075
H -3.75854 -1.64640 -1.21027
H -5.50944 -1.16217 -1.62550
C -0.01348 1.83900 -3.37470
N -1.03305 0.89786 -3.85686
O -2.17746 1.07910 -3.59239
O -0.69436 -0.12417 -4.43727
H -0.12936 1.88243 -2.29174
H -0.12054 2.82386 -3.82934
H 1.01320 1.56624 -3.61888
C -3.13741 3.58244 -1.41821
N -4.17254 3.07799 -0.36900
O -3.94534 3.30644 0.79493
O -5.19528 2.53104 -0.76771
H -2.15041 3.34680 -1.02021
H -3.28441 4.64189 -1.62812
H -3.14126 2.94767 -2.30430
O -7.83934 -1.54290 0.18407
C -6.84073 -1.18333 0.81261
O -5.69147 -1.90325 0.90875
C -4.74188 -1.31225 1.80289
C -5.19465 0.13053 1.94788
C -6.68968 0.04296 1.70174
H -3.70453 -1.43062 1.48986
H -4.88669 -1.82045 2.75624
H -4.63982 0.74091 1.23535
H -4.95078 0.58064 2.91019
H -7.04246 0.96880 1.24735
H -7.29630 -0.20417 2.57297
C 1.12601 -3.44282 -3.16577
C 1.14730 -3.19435 -1.64608
O 1.88158 -4.29149 -1.09985
S 3.11409 -4.70625 -2.04342
O 3.18992 -6.19520 -2.15004
O 4.33887 -4.03083 -1.64997
O 2.43049 -3.88987 -3.33487
H 0.81812 -2.56043 -3.72674
H 0.39268 -4.17820 -3.49676
H 0.15442 -3.23789 -1.19844
H 1.63939 -2.27420 -1.33098
C 1.46337 1.46891 3.73383
C 2.19143 0.48116 2.83638
O 3.40386 0.22056 3.49325
S 3.16389 0.21595 5.13119
O 4.30885 0.80867 5.78828
O 2.77671 -1.05486 5.60196
O 1.90104 1.32520 5.07780
H 0.38697 1.34811 3.61186
H 1.67536 2.46903 3.35578
H 2.43273 0.83237 1.83312
H 1.77015 -0.52413 2.84044
C 1.75189 4.00956 0.33478
C 0.39221 4.58614 0.01685
O 0.36483 4.62933 -1.37406
S 1.82066 5.10279 -2.02972
O 1.76602 6.59070 -2.15409
O 2.09109 4.33435 -3.22990
O 2.61580 4.55762 -0.68517
H 1.77204 2.92119 0.27882
H 2.13574 4.29240 1.31496
H 0.51530 5.63720 0.27801
H -0.44350 4.11690 0.53599
C 2.13152 -3.52247 2.94663
C 2.82070 -3.20010 1.55300
O 4.12372 -2.78980 1.93575
S 4.72146 -3.54738 3.25830
O 5.34851 -2.47200 4.03772
O 5.44440 -4.74309 2.91053
O 3.17456 -3.93193 3.81464
H 1.50487 -4.41423 2.95939
H 1.48262 -2.74848 3.35647
H 2.23308 -2.48560 0.97656
H 2.76016 -4.10243 0.94452
C 4.00317 -0.07172 -0.56239
C 3.17650 1.08199 -1.26293
O 3.13673 0.73315 -2.61827
S 4.30392 -0.28684 -3.04897
O 5.60225 0.44387 -3.13080
O 3.92149 -1.18210 -4.12800
O 4.24302 -1.02398 -1.58910
H 3.52485 -0.59258 0.26708
H 5.00911 0.19495 -0.23823
H 3.49739 2.12183 -1.20076
H 2.15076 0.94868 -0.91915

---

2.
61
Properties=species:S:1:pos:R:3 method="wB97M-V/def2-TZVPD" lumo_ev=0.6 e_homo_ha=-0.37881 gap_ev=10.955
O 7.04442 1.51799 -1.22058
C 6.22908 1.05343 -0.41718
C 6.20637 1.53486 1.13869
C 5.37003 0.25314 1.68645
C 4.29949 0.23767 0.49308
C 3.10767 -0.80182 0.68171
C 1.83235 -0.25070 -0.11611
C 1.21081 1.03498 0.58727
F 0.47349 1.84421 -0.37436
O 5.20315 0.06696 -0.66026
H 5.49012 2.41100 1.28862
H 7.26403 1.61479 1.54070
H 4.97949 0.28791 2.75393
H 6.03843 -0.63874 1.39580
H 3.93143 1.30032 0.32106
H 3.37918 -1.88213 0.45632
H 2.82909 -0.76582 1.80068
H 1.07946 -1.11994 -0.15616
H 2.15313 0.06131 -1.16489
H 1.97217 1.74154 1.05251
H 0.44239 0.72112 1.36680
C -2.93144 2.14641 -0.63463
C -3.86327 2.90692 -1.57137
C -3.13884 3.51560 -2.77164
C -2.07744 4.56434 -2.42747
C -2.58286 5.75889 -1.61765
C -3.63565 6.57886 -2.34999
H -2.17359 2.79940 -0.19800
H -3.50182 1.70470 0.18682
H -2.42503 1.33489 -1.16514
H -4.39534 3.67975 -1.00837
H -4.62649 2.21330 -1.93934
H -3.88304 3.95677 -3.44291
H -2.65883 2.71287 -3.34363
H -1.63558 4.92986 -3.36155
H -1.25883 4.08827 -1.87748
H -1.73204 6.40916 -1.38835
H -2.98198 5.42727 -0.65402
H -3.24274 6.96022 -3.29701
H -3.94056 7.43485 -1.74226
H -4.53201 5.99147 -2.56268
C -0.83837 -6.88026 2.45393
C -1.77029 -6.11457 1.52119
C -1.04787 -5.50394 0.32051
C 0.01660 -4.45837 0.66444
C -0.48410 -3.26507 1.47900
C -1.53691 -2.44160 0.75132
H -0.07767 -6.23031 2.89102
H -1.40755 -7.32268 3.27517
H -0.33532 -7.69178 1.92004
H -2.29901 -5.34207 2.08764
H -2.53585 -6.80525 1.15328
H -1.79285 -5.05932 -0.34729
H -0.57125 -6.30602 -0.25509
H 0.45661 -4.09113 -0.27019
H 0.83594 -4.93749 1.21081
H 0.36907 -2.61632 1.70785
H -0.88120 -3.59807 2.44283
H -1.14541 -2.05876 -0.19597
H -1.83800 -1.58665 1.36260
H -2.43496 -3.02625 0.53946

---

3.
77
Properties=species:S:1:pos:R:3 method="wB97M-V/def2-TZVPD" lumo_ev=0.3 de_lowest_kj_mol=0.0 e_homo_ha=-0.34378 gap_ev=9.651
C -2.72137 -1.47132 3.66857
C -3.53666 -1.39804 2.38102
O -2.72722 -1.36014 1.19881
C -2.50822 -0.13699 0.69501
O -2.64259 0.91001 1.31912
C -2.03549 -0.19134 -0.73292
C -0.59142 -0.71579 -0.80126
C 0.16242 -0.28883 -2.07024
C 1.29742 0.72675 -1.85348
C 2.30672 0.49330 -2.99833
C 3.41945 -0.50734 -2.66765
O 2.92934 -1.56409 -1.84674
C 4.68807 0.10870 -2.10896
N 5.26964 1.01836 -3.08215
O 1.88199 0.67281 -0.54449
S 2.39446 2.15978 -0.25432
O 2.71728 2.24471 1.11343
O 3.33237 2.62151 -1.22811
O 1.01901 2.84890 -0.65298
C 0.61103 2.15213 -1.84575
C 0.54443 2.91106 -3.17420
C 1.35104 4.18863 -3.30934
O 1.77091 4.52448 -4.40526
O 1.53015 4.97291 -2.20461
H -3.09337 -0.77632 4.40940
H -2.77990 -2.46802 4.08675
H -1.67557 -1.26940 3.47392
H -4.11738 -2.30722 2.30882
H -4.24598 -0.58674 2.40699
H -2.14734 0.80601 -1.13921
H -2.71352 -0.84461 -1.27492
H -0.66644 -1.79408 -0.82747
H -0.07098 -0.44690 0.10903
H 0.61272 -1.17494 -2.49385
H -0.53798 0.08201 -2.81169
H 1.78316 0.11359 -3.86485
H 2.71286 1.44958 -3.29949
H 3.71890 -0.94463 -3.61529
H 3.50190 -1.61282 -1.07952
H 4.51072 0.57181 -1.14353
H 5.41272 -0.68271 -1.94492
H 6.27170 0.97277 -3.09650
H 4.94836 1.96364 -2.95952
H -0.41810 1.91739 -1.61575
H 0.82702 2.29919 -4.01603
H -0.49045 3.18871 -3.34044
H 2.44366 4.85347 -1.92526
O 4.88176 -1.87110 1.36899
S 5.14210 -2.57881 2.58599
O 6.40343 -2.44252 3.24103
O 4.83650 -4.12224 2.35124
C 5.45959 -4.76581 1.22036
C 6.90787 -5.12388 1.48802
C 3.84962 -2.26546 3.73659
H 5.36103 -4.13482 0.33583
H 4.87505 -5.66650 1.04485
H 7.52600 -4.23155 1.57759
H 7.29902 -5.73100 0.67157
H 6.99841 -5.68110 2.41988
H 2.89509 -2.42531 3.24369
H 3.94585 -1.22907 4.05187
H 3.97010 -2.93199 4.58590
O -6.20946 0.32617 1.46162
S -6.44980 1.70955 1.17586
O -6.46057 2.67011 2.23153
O -7.80222 1.82687 0.34591
C -8.97560 1.18214 0.88342
C -9.61977 1.99113 1.99158
C -5.35295 2.24738 -0.08810
H -8.72234 0.17544 1.21880
H -9.65951 1.08370 0.04283
H -8.98547 2.02522 2.87631
H -10.57462 1.54609 2.27162
H -9.78775 3.01790 1.66810
H -5.39314 1.53870 -0.91107
H -4.35519 2.27199 0.34912
H -5.65275 3.24080 -0.41022

---

4.
68
Properties=species:S:1:pos:R:3 method="wB97M-V/def2-TZVPD" total_charge=+2 lumo_ev="-4.9 / -8.6" s_squared=3.765 de_lowest_kj_mol=0.0 spin_multiplicity=4 e_homo_ha="-0.53909 / -0.53726" gap_ev="9.734 / 6.003"
Au -0.44069 -0.99816 0.91816
C -0.07184 3.33450 -2.37285
C 0.89781 2.19806 -2.65090
C 0.83342 1.75430 -4.10230
C 2.31580 2.55809 -2.23971
O 0.42378 1.09745 -1.80806
Ge 1.26010 -0.43012 -1.57304
O -0.08900 -1.58574 -1.16319
C -1.02598 -2.16662 -2.16949
C -0.29923 -2.17107 -3.50349
C -1.32875 -3.57500 -1.70411
C -2.25193 -1.27421 -2.21072
O 1.70296 -0.31477 0.21733
C 2.89224 -1.03481 0.75070
C 3.17848 -0.44814 2.12047
C 4.04234 -0.76350 -0.20678
C 2.57112 -2.51571 0.82953
H 0.19567 4.20490 -2.97132
H -0.04325 3.61988 -1.32022
H -1.08915 3.04008 -2.62739
H 1.12452 2.57010 -4.76377
H -0.17799 1.44479 -4.36557
H 1.52096 0.92308 -4.28730
H 2.67161 3.42417 -2.79678
H 3.00744 1.73351 -2.44616
H 2.36262 2.79501 -1.17472
H 0.63504 -2.73375 -3.44359
H -0.10274 -1.15519 -3.86132
H -0.92202 -2.65058 -4.25847
H -0.42035 -4.17665 -1.67071
H -2.02268 -4.04578 -2.40068
H -1.79219 -3.57703 -0.71882
H -1.97465 -0.24704 -2.44907
H -2.77595 -1.28705 -1.25427
H -2.94410 -1.63071 -2.97390
H 3.41492 0.61442 2.05138
H 4.03936 -0.95333 2.55763
H 2.33283 -0.59155 2.79353
H 4.19337 0.30865 -0.34243
H 3.87277 -1.22897 -1.18347
H 4.96490 -1.18835 0.18741
H 1.75945 -2.70741 1.53655
H 3.44639 -3.06403 1.17689
H 2.28809 -2.92030 -0.14494
C -4.44242 -2.71898 2.16796
C -3.43803 -1.60773 1.95298
C -4.06062 -0.35590 1.24569
O -2.41427 -2.00855 1.13069
H -5.23488 -2.36633 2.82739
H -3.96348 -3.57976 2.63147
H -4.88989 -3.03077 1.22459
H -3.01383 -1.21268 2.88941
H -4.49196 -0.64691 0.29060
H -3.31366 0.42261 1.10354
H -4.84676 0.00258 1.90797
C -0.79861 2.51865 4.88238
N -0.04302 2.55480 3.62988
C 0.62194 3.66319 3.13314
C 1.16785 3.30691 1.95320
N 0.82433 1.98569 1.74176
C 0.08867 1.54099 2.76724
S -0.58053 -0.03905 3.03214
H -0.39092 3.27315 5.54835
H -0.68701 1.54160 5.34511
H -1.85000 2.72325 4.69134
H 0.64442 4.59551 3.66858
H 1.76312 3.86634 1.25506
H 1.17405 1.38599 0.99949

---

5.
95
Properties=species:S:1:pos:R:3 method="wB97M-V/def2-TZVPD" lumo_ev=0.1 de_lowest_kj_mol=0.0 e_homo_ha=-0.36001 gap_ev=9.885
C 2.07000 0.59213 1.55045
N 2.56575 1.94036 1.21840
C 1.90134 2.57111 0.10162
O 0.99128 3.61738 0.51426
S -0.02565 3.17735 1.68690
O -0.24094 4.39613 2.43145
O -1.43367 2.94955 0.85186
C -2.00279 1.66971 1.17608
C -1.34415 0.48133 0.47714
F -1.09394 -0.52277 1.41387
H 1.51339 0.12351 0.73487
H 2.85572 -0.05392 1.92742
H 1.34958 0.69425 2.36656
H 3.52868 1.83740 0.93059
H 2.65351 3.07499 -0.50482
H 1.39393 1.90494 -0.61056
H -1.99086 1.45637 2.24570
H -3.03726 1.72061 0.84303
H -2.02200 0.03847 -0.25217
H -0.41722 0.74055 -0.01959
C -3.66277 5.53361 0.23128
Cl -3.84672 6.71698 -1.07053
Cl -4.83639 4.21439 0.08694
H -2.66693 5.10955 0.18502
H -3.81995 6.03098 1.18006
C -3.18848 -1.16865 3.70303
Cl -2.12609 0.06630 4.39146
Cl -4.76763 -1.18849 4.50225
H -3.33296 -0.95136 2.65199
H -2.71973 -2.13777 3.82643
C 0.45080 0.69907 -3.73395
Cl -0.81373 0.74414 -4.96746
Cl 0.04389 1.71906 -2.34251
H 0.55764 -0.32098 -3.39056
H 1.37736 1.05487 -4.16684
C -7.07467 2.77525 -2.60197
Cl -6.84359 3.54573 -4.17424
Cl -6.61271 1.06549 -2.63053
H -6.45300 3.28534 -1.87750
H -8.12129 2.84684 -2.33254
C -7.75787 -3.13823 3.90577
Cl -8.82287 -2.00072 3.06393
Cl -7.64638 -4.68522 3.06139
H -6.76891 -2.70010 3.96023
H -8.15669 -3.31139 4.89788
C -2.42594 9.76276 -2.48376
Cl -1.67488 9.56728 -4.07252
Cl -1.54945 10.91776 -1.47247
H -3.43682 10.12602 -2.62369
H -2.42910 8.80191 -1.98407
C -2.01572 -3.04121 -3.78606
Cl -0.29455 -2.76304 -4.08139
Cl -2.55579 -2.27696 -2.28665
H -2.57685 -2.62001 -4.61140
H -2.18315 -4.10853 -3.71141
C -0.02033 0.81070 -8.58839
Cl 0.41350 2.39932 -9.22405
Cl 1.37080 -0.28492 -8.53616
H -0.39975 0.93305 -7.58142
H -0.77234 0.37204 -9.23278
C 4.02357 -0.42876 -5.94279
Cl 4.74784 0.83431 -4.94056
Cl 2.87652 -1.41622 -5.02533
H 3.49123 0.03993 -6.76141
H 4.80978 -1.07382 -6.31530
C 0.52075 -2.40250 4.26990
Cl 2.03018 -2.43804 3.34832
Cl -0.46669 -3.84273 3.96744
H 0.75633 -2.36025 5.32671
H -0.04364 -1.52526 3.97981
C 5.64852 -4.48415 3.84892
Cl 5.22076 -3.34185 2.56227
Cl 4.38048 -4.64466 5.07239
H 5.81456 -5.45450 3.39204
H 6.54435 -4.12100 4.34063
C 5.56250 -8.08130 1.08071
Cl 6.66200 -6.82493 1.66905
Cl 4.07404 -8.14155 2.02758
H 5.31160 -7.85947 0.05078
H 6.06367 -9.03836 1.15632
C 7.79025 -1.74892 5.86574
Cl 7.76315 -0.90517 4.31649
Cl 8.42940 -3.39502 5.71209
H 8.42248 -1.20020 6.55276
H 6.77691 -1.80924 6.24557
C 10.48324 -0.16274 1.32337
Cl 8.86764 0.55202 1.31847
Cl 11.75290 1.05721 1.17506
H 10.61866 -0.69152 2.25952
H 10.55958 -0.84428 0.48520
C -9.64116 -1.71811 -0.61222
Cl -11.39610 -1.91343 -0.70059
Cl -8.80018 -2.76018 -1.76555
H -9.39570 -0.68659 -0.83570
H -9.31407 -1.97899 0.38639

---

6.
68
Properties=species:S:1:pos:R:3 method="wB97M-V/def2-TZVPD" total_charge=+3 lumo_ev="-8.1 / -10.0" s_squared=6.010 de_lowest_kj_mol=0.0 spin_multiplicity=5 e_homo_ha="-0.60405 / -0.65741" gap_ev="8.382 / 7.850"
Rh 0.31398 -0.87633 0.93911
C -1.19292 -3.72924 -0.65768
C -0.65753 -3.92131 0.76833
N -0.73099 -2.76420 1.69890
C -0.16221 -3.16486 3.01587
C 0.23097 -1.97187 3.86444
N 1.06729 -1.00374 3.12264
C 2.53933 -1.09807 3.27495
C 3.20843 -2.37673 2.79444
C 2.90207 -2.90235 1.38523
N 2.30546 -1.94226 0.41789
C 2.08785 -2.64167 -0.88102
C 1.16302 -1.88502 -1.82132
N -0.09994 -1.45002 -1.17081
C -1.29007 -2.33760 -1.27244
H -2.20634 -4.12995 -0.71811
H -0.59980 -4.37603 -1.30770
H 0.39098 -4.20393 0.73302
H -1.17649 -4.77148 1.21840
H -1.71570 -2.54649 1.84159
H 0.70839 -3.78680 2.81755
H -0.87257 -3.78847 3.56320
H 0.73520 -2.32328 4.76879
H -0.66676 -1.44247 4.19136
H 0.82743 -0.09080 3.49285
H 2.80877 -0.96104 4.32593
H 2.94817 -0.24087 2.73379
H 3.00533 -3.18775 3.49677
H 4.27964 -2.19109 2.88466
H 2.20475 -3.73445 1.44529
H 3.81661 -3.31548 0.95239
H 2.98960 -1.20628 0.24949
H 1.67628 -3.62412 -0.66050
H 3.04155 -2.81386 -1.38567
H 0.95686 -2.50573 -2.69709
H 1.66453 -0.98229 -2.17583
H -0.37511 -0.59054 -1.63560
H -1.55388 -2.46575 -2.32582
H -2.10823 -1.78168 -0.80762
C -0.12305 3.31570 -4.83538
C -1.20409 3.91331 -3.94710
C -2.60422 3.60423 -4.45922
C -0.99661 5.41572 -3.72957
N -1.12360 3.29046 -2.57965
N 0.01137 2.94871 -1.99773
H -0.25413 3.71650 -5.83944
H -0.20472 2.23011 -4.90546
H 0.88817 3.60358 -4.53558
H -2.74052 4.08478 -5.42656
H -3.37109 4.00293 -3.79182
H -2.75737 2.53328 -4.58995
H -1.09635 5.91689 -4.69252
H -0.00158 5.63290 -3.33959
H -1.75063 5.83490 -3.06264
H -1.90861 3.43612 -1.95192
H 0.18468 3.25750 -1.04740
H 0.80466 2.95363 -2.62954
Cl 0.39991 4.70995 2.40837
C -0.53016 3.26985 2.39920
C -1.83303 3.24170 2.88458
C -2.52761 2.04527 2.83184
C -1.90882 0.92503 2.30164
N -0.65098 0.95091 1.84463
C 0.02803 2.10542 1.89843
H -2.28182 4.13567 3.29780
H -3.54006 1.97666 3.20483
H -2.42960 -0.02296 2.25153
H 1.05786 2.09716 1.55854